(1)
The following is a quantum chemistry calculation of a structure of composition C45H46AsClN2O4P2SSnTe, from the OMol25 dataset.

XYZ file:
```
104
Properties=species:S:1:pos:R:3
Sn -0.28359 -1.80012 -0.23445
C 2.72340 1.79969 -1.88730
N 1.71879 0.87866 -1.32695
P 0.33625 1.51711 -0.53169
C 1.02984 2.91518 0.40500
C 1.68438 2.57042 1.58803
C 2.32857 3.53776 2.34290
C 2.30759 4.86286 1.92988
C 1.65229 5.21590 0.75788
C 1.02103 4.24604 -0.00714
C -0.58347 2.33555 -1.88076
C -0.35438 2.07026 -3.22796
C -1.11956 2.68900 -4.21118
C -2.13368 3.56837 -3.85896
C -2.38723 3.82367 -2.51545
C -1.62346 3.20710 -1.53280
P 2.17633 -0.66134 -0.77727
C 3.39752 -0.49251 0.54165
C 4.61723 0.15977 0.33284
C 5.50173 0.32861 1.38407
C 5.18367 -0.16221 2.64565
C 3.98333 -0.82365 2.85469
C 3.08641 -0.98616 1.80689
C 3.04990 -1.41004 -2.17172
C 2.49173 -1.31500 -3.44733
C 3.08769 -1.95775 -4.51942
C 4.24079 -2.71003 -4.32400
C 4.79249 -2.82032 -3.05640
C 4.19909 -2.17579 -1.98002
H 3.33011 2.25168 -1.10100
H 2.22101 2.59929 -2.42962
H 3.36749 1.26320 -2.58441
H 1.70108 1.53417 1.90987
H 2.84353 3.25975 3.25349
H 2.80367 5.62201 2.51992
H 1.64032 6.24834 0.43463
H 0.52662 4.53267 -0.92746
H 0.43972 1.39166 -3.51403
H -0.91226 2.49284 -5.25533
H -2.71362 4.06484 -4.62562
H -3.15895 4.52905 -2.23293
H -1.80231 3.44292 -0.48711
H 4.88973 0.51316 -0.65316
H 6.44452 0.83284 1.21931
H 5.88078 -0.03513 3.46346
H 3.74507 -1.21945 3.83359
H 2.14481 -1.49221 1.97485
H 1.58579 -0.73840 -3.59935
H 2.65626 -1.87321 -5.50820
H 4.70803 -3.20945 -5.16247
H 5.68382 -3.41383 -2.90046
H 4.62578 -2.28533 -0.99180
Cl 5.29075 -6.58108 -1.15050
C 3.91840 -5.64874 -0.65867
C 3.77952 -5.26776 0.68025
C 2.70509 -4.51096 1.08672
C 1.73027 -4.07968 0.17168
O 0.72023 -3.35780 0.62515
C 1.87917 -4.47574 -1.17900
C 0.98297 -4.06882 -2.22445
O 0.08570 -3.22569 -2.13503
C 2.96941 -5.27476 -1.56999
H 4.52694 -5.58035 1.39769
H 2.58691 -4.22982 2.12444
H 1.13748 -4.55319 -3.19955
H 3.06494 -5.57078 -2.60759
O -4.03225 1.18173 1.60137
C -2.93600 0.84445 2.08630
N -2.23307 -0.21994 1.62996
C -1.04309 -0.24071 2.28077
O -0.10798 -1.00551 1.99338
C -1.01117 0.81203 3.34166
C -0.07822 1.14696 4.29462
C -0.37061 2.24046 5.11283
C -1.54878 2.96034 4.95942
C -2.48902 2.61069 3.98702
C -2.19569 1.52332 3.19594
H 0.84292 0.58904 4.40660
H 0.33144 2.53531 5.88134
H -1.74050 3.80490 5.60748
H -3.40666 3.17106 3.86588
C -6.87722 -2.88316 1.09554
As -5.75105 -1.34275 1.30483
C -4.79473 -1.57961 2.94835
C -6.88556 0.19806 1.31431
S -4.59041 -1.58816 -0.54555
H -7.55809 -2.92297 1.94549
H -6.26161 -3.78062 1.07787
H -7.44335 -2.80077 0.17050
H -5.38865 -2.25916 3.55832
H -4.68427 -0.61888 3.44249
H -3.81927 -2.00492 2.72870
H -7.60469 0.05270 2.12124
H -7.41071 0.25189 0.36309
H -6.28398 1.08293 1.49727
C -5.05079 1.59447 -1.51873
Te -3.35480 0.42677 -1.02843
C -3.14777 -0.28454 -3.01330
H -5.82485 0.94102 -1.91277
H -4.73270 2.31024 -2.27468
H -5.37060 2.10997 -0.61744
H -2.72375 0.54346 -3.58200
H -4.11866 -0.57145 -3.40991
H -2.45722 -1.12597 -3.00578
```

Gap between HOMO and LUMO   0.2398 Eh
Net charge   +2
E_LUMO   -5.7 eV

=====

(2)
The following is a quantum chemistry calculation of a structure of composition C45H46AsClN2O4P2SSnTe, from the OMol25 dataset.

XYZ file:
```
104
Properties=species:S:1:pos:R:3
Sn -0.68571 -1.03799 -0.88930
C 3.89307 0.40726 0.25150
N 2.47313 0.15276 -0.04293
P 1.24524 1.15708 0.62719
C 1.87060 1.58254 2.27413
C 1.56501 0.67280 3.28737
C 2.04543 0.87093 4.57240
C 2.81889 1.98846 4.85551
C 3.11903 2.90271 3.85415
C 2.65153 2.69945 2.56442
C 1.42038 2.71587 -0.30882
C 2.21791 2.85246 -1.43956
C 2.23221 4.04499 -2.15750
C 1.44022 5.11110 -1.75875
C 0.63092 4.98461 -0.63337
C 0.61621 3.79510 0.08225
P 1.95140 -1.43054 -0.34875
C 2.41964 -2.50934 1.01612
C 3.75212 -2.86504 1.24256
C 4.08575 -3.63637 2.34250
C 3.09316 -4.06317 3.21672
C 1.76821 -3.72004 2.99272
C 1.42690 -2.94149 1.89543
C 2.90427 -1.99310 -1.77266
C 3.20578 -1.10279 -2.80372
C 3.82759 -1.55608 -3.95568
C 4.14159 -2.90294 -4.09102
C 3.83133 -3.79570 -3.07496
C 3.21067 -3.34598 -1.91917
H 4.13932 0.13433 1.27965
H 4.11389 1.46535 0.11395
H 4.51869 -0.16628 -0.43261
H 0.95595 -0.19659 3.06142
H 1.81508 0.15795 5.35357
H 3.19058 2.14776 5.85903
H 3.72370 3.77155 4.07756
H 2.89641 3.41320 1.78676
H 2.84178 2.02781 -1.75901
H 2.87417 4.14240 -3.02353
H 1.46600 6.04299 -2.30792
H 0.03338 5.82303 -0.29699
H 0.00759 3.71555 0.97962
H 4.52646 -2.54851 0.55404
H 5.11735 -3.91099 2.51685
H 3.35657 -4.67275 4.07107
H 0.99701 -4.06676 3.66823
H 0.39041 -2.68590 1.71981
H 2.95551 -0.05393 -2.70109
H 4.07242 -0.86045 -4.74731
H 4.63235 -3.25500 -4.98868
H 4.07217 -4.84563 -3.17976
H 2.96231 -4.05135 -1.13506
Cl 1.47619 -7.74065 -3.35430
C 0.76363 -6.34630 -2.61843
C 0.35876 -6.39557 -1.27864
C -0.19808 -5.29327 -0.67644
C -0.36144 -4.08055 -1.37129
O -0.89091 -3.06958 -0.71069
C 0.04648 -4.04315 -2.72458
C -0.02692 -2.87394 -3.55495
O -0.33607 -1.73259 -3.19932
C 0.59245 -5.19270 -3.33114
H 0.48753 -7.31395 -0.72093
H -0.51671 -5.32787 0.35674
H 0.23322 -3.03017 -4.61278
H 0.89722 -5.14710 -4.36969
O -3.65632 2.64040 0.80636
C -3.10665 1.70981 1.41802
N -2.65069 0.60044 0.78745
C -1.97793 -0.14524 1.69455
O -1.29107 -1.13646 1.39514
C -2.11522 0.44480 3.06087
C -1.66444 0.04681 4.29719
C -1.94059 0.89042 5.37613
C -2.62985 2.08297 5.19911
C -3.07658 2.48075 3.93618
C -2.80992 1.63614 2.88351
H -1.12433 -0.88152 4.43154
H -1.61278 0.61251 6.36890
H -2.82535 2.71282 6.05647
H -3.60932 3.41216 3.79713
C -6.85967 0.79585 -2.56577
As -5.59947 1.45910 -1.27848
C -5.74550 0.32143 0.25647
C -6.06154 3.27770 -0.90527
S -3.79252 1.23672 -2.50704
H -7.85696 0.87064 -2.13306
H -6.63370 -0.24574 -2.78657
H -6.80495 1.39010 -3.47512
H -6.76093 -0.07373 0.25126
H -5.56636 0.90329 1.15455
H -5.01795 -0.48139 0.17291
H -7.09324 3.27705 -0.55188
H -5.99149 3.85261 -1.82640
H -5.39896 3.66099 -0.13620
C -2.66422 4.34347 -1.89223
Te -1.95093 2.39517 -1.47040
C -0.92918 2.25634 -3.31995
H -3.25734 4.31673 -2.80276
H -1.78842 4.97597 -2.02610
H -3.24555 4.67703 -1.03686
H -0.00935 2.82932 -3.19599
H -1.54070 2.66964 -4.11837
H -0.69696 1.20697 -3.49719
```

Gap between HOMO and LUMO   0.2381 Eh
Net charge   +2
E_LUMO   -5.7 eV

=====

What should be chosen as the most stable of them? Choose (1).

=====

(1)
The following is a quantum chemistry calculation of a structure of composition C4H7NO2S, from the OMol25 dataset.

XYZ file:
```
15
Properties=species:S:1:pos:R:3
O 0.65176 2.00742 0.10375
C 0.40833 0.91296 -0.36621
N 0.69024 0.76394 -1.71331
C 0.72950 -0.41298 -2.45063
O 1.05097 -0.46597 -3.60579
C -0.28916 -0.15915 0.37108
C -0.15599 -0.18667 1.89889
S -1.21104 -1.54929 2.50859
H 1.02040 1.58509 -2.21136
H 0.41247 -1.31333 -1.89777
H -1.36286 -0.23386 0.16118
H 0.01606 -1.19301 0.18863
H 0.88772 -0.26743 2.22261
H -0.47380 0.69888 2.43890
H -2.37459 -0.18661 2.35147
```

Gap between HOMO and LUMO   0.3276 Eh
Net charge   0
E_LUMO   -0.8 eV

=====

(2)
The following is a quantum chemistry calculation of an isolated molecule of C4H7NO2S, from the OMol25 dataset.

XYZ file:
```
15
Properties=species:S:1:pos:R:3
C -2.43230 0.00453 0.66124
S -1.55375 -0.43718 -0.92233
C 0.12757 -0.10942 -0.59368
C 0.91581 -1.26177 -0.36021
N 2.21842 -1.31556 -0.11851
C 0.75779 1.16852 -0.49373
O 1.92582 1.28373 -0.06411
O -0.11072 2.22477 -0.53697
H -1.89211 -0.43112 1.55978
H -2.50354 1.14636 0.63605
H -3.45611 -0.58672 0.58260
H 0.27469 -2.13010 -0.44633
H 2.72620 -2.13736 0.06551
H 2.65886 -0.42425 0.16715
H 0.34336 3.00558 -0.13646
```

Gap between HOMO and LUMO   0.3329 Eh
Net charge   0
E_LUMO   0.7 eV
SMILES   CS/C(=C/N)C(=O)O

=====

(3)
The following is a quantum chemistry calculation of an isolated molecule of C4H7NO2S, from the OMol25 dataset.

XYZ file:
```
15
Properties=species:S:1:pos:R:3
C -0.83969 0.78381 0.50468
C 0.97313 0.25031 -1.55773
C -1.43493 -0.62977 0.84769
C -1.47479 -1.65132 -0.24564
N -0.53021 -1.72998 0.61137
O 1.33648 2.19196 0.33476
O 1.70612 -0.15413 1.11459
S 0.97754 0.79595 0.25612
H -1.42277 1.32980 -0.17746
H -0.88412 1.31636 1.43540
H 0.91397 -0.78287 -1.61069
H 1.99306 0.39313 -1.77930
H -2.05482 -0.74980 1.76140
H 0.36743 0.76893 -2.26718
H 0.37360 -2.13238 0.77199
```

Gap between HOMO and LUMO   0.3768 Eh
Net charge   0
E_LUMO   0.8 eV

=====

(4)
The following is a quantum chemistry calculation of an isolated molecule of C4H7NO2S, from the OMol25 dataset.

XYZ file:
```
15
Properties=species:S:1:pos:R:3
C 1.70264 0.77172 -0.86139
S 0.13189 0.61554 -1.72487
C -0.95599 0.40017 -0.34554
N -2.07121 1.15218 -0.47663
C -0.89069 -0.45427 0.74389
C 0.08420 -1.44369 1.10854
O 0.10679 -1.99143 2.20521
O 0.96621 -1.82150 0.13421
H 2.01850 -0.16821 -0.43946
H 1.54818 1.46420 -0.00951
H 2.42125 1.14386 -1.58062
H -2.80474 1.08669 0.19260
H -2.04761 1.99788 -1.02720
H -1.75267 -0.27499 1.42835
H 1.54324 -2.47814 0.65244
```

Gap between HOMO and LUMO   0.3374 Eh
Net charge   0
E_LUMO   0.6 eV
SMILES   CS/C(N)=C\C(=O)O

=====

What should be chosen as the most stable of them? Choose (4).